(1)
Formula: C28H45BaBrN2P2
Source: the OMol25 dataset
Level of theory: ωB97M-V with the def2-TZVPD basis set

Atoms and positions in Å:
N (-7.233, 5.731, -5.534)
C (-6.842, 6.295, -4.380)
C (-6.077, 5.637, -3.409)
C (-5.672, 4.299, -3.619)
C (-6.088, 3.710, -4.837)
C (-6.851, 4.456, -5.739)
C (-4.872, 3.614, -2.604)
Ba (0.014, -0.010, 1.380)
P (6.226, -0.951, 0.321)
C (-3.667, 3.014, -2.801)
C (-2.848, 2.327, -1.806)
C (-1.735, 1.566, -2.235)
C (-0.914, 0.890, -1.324)
C (-1.164, 0.943, 0.065)
C (-2.279, 1.703, 0.495)
C (-3.101, 2.376, -0.413)
Br (1.505, -1.216, 3.053)
H (-5.315, 3.604, -1.600)
H (-3.234, 3.033, -3.810)
H (-5.792, 6.159, -2.488)
H (-5.821, 2.677, -5.084)
H (-7.156, 7.335, -4.217)
H (-7.175, 4.002, -6.685)
H (-1.515, 1.510, -3.309)
H (-3.954, 2.951, -0.035)
H (-0.062, 0.314, -1.703)
H (-2.510, 1.769, 1.565)
P (-0.442, -2.057, 0.362)
C (5.636, 0.828, 0.455)
C (6.686, 1.851, 0.001)
H (5.308, 1.034, 1.493)
H (4.737, 0.904, -0.185)
H (6.512, 2.834, 0.474)
H (7.709, 1.532, 0.272)
H (6.659, 1.988, -1.094)
C (5.359, -1.375, -1.292)
C (5.998, -2.534, -2.067)
H (5.397, -0.452, -1.901)
H (4.289, -1.583, -1.091)
H (5.712, -2.500, -3.134)
H (7.101, -2.494, -2.009)
H (5.677, -3.513, -1.671)
C (5.057, -1.737, 1.571)
C (5.724, -2.109, 2.902)
H (4.563, -2.616, 1.111)
H (4.263, -0.990, 1.757)
H (5.159, -2.906, 3.418)
H (6.756, -2.473, 2.758)
H (5.774, -1.235, 3.575)
C (-0.381, -3.444, 1.600)
C (-1.532, -4.456, 1.640)
H (-0.309, -2.919, 2.569)
H (0.592, -3.943, 1.432)
H (-2.461, -3.982, 1.998)
H (-1.734, -4.917, 0.659)
H (-1.285, -5.268, 2.348)
C (0.670, -2.546, -1.046)
C (0.108, -2.540, -2.473)
H (1.025, -3.558, -0.783)
H (1.562, -1.898, -0.958)
H (-0.372, -3.503, -2.719)
H (-0.631, -1.740, -2.636)
H (0.931, -2.390, -3.195)
C (-2.171, -1.955, -0.315)
C (-3.312, -1.468, 0.587)
H (-2.382, -2.981, -0.669)
H (-2.069, -1.345, -1.232)
H (-4.058, -0.887, 0.018)
H (-3.835, -2.298, 1.089)
H (-2.906, -0.804, 1.371)
C (0.564, 0.355, 6.911)
C (-0.571, -0.333, 6.178)
C (-0.664, 0.113, 4.832)
N (-0.770, 0.441, 3.751)
H (1.551, -0.064, 6.615)
H (0.405, 0.180, 7.990)
H (0.551, 1.450, 6.712)
H (-0.478, -1.438, 6.222)
H (-1.546, 0.004, 6.553)

HOMO-LUMO gap = 0.128 Eh
Charge = +2


(2)
Formula: C28H45BrN2OP2V
Source: the OMol25 dataset
Level of theory: ωB97M-V with the def2-TZVPD basis set

Atoms and positions in Å:
C (-1.088, 5.252, -2.304)
C (-1.399, 4.064, -3.013)
C (-1.656, 4.221, -4.395)
C (-1.517, 5.483, -4.994)
N (-1.189, 6.569, -4.315)
C (-0.977, 6.449, -3.006)
C (-1.552, 2.780, -2.424)
C (-2.096, 1.546, -2.696)
C (-1.444, 0.440, 1.045)
C (-0.358, -0.377, 1.309)
C (-0.489, -1.490, 2.164)
C (-1.700, -1.749, 2.867)
C (-2.730, -0.785, 2.712)
C (-2.604, 0.273, 1.791)
V (-1.536, 1.576, -1.030)
P (3.089, -1.332, 1.252)
H (-2.014, 3.383, -5.000)
H (-0.997, 5.265, -1.224)
H (-1.699, 5.576, -6.065)
H (-0.720, 7.374, -2.496)
H (-3.473, 0.915, 1.661)
H (0.615, -0.203, 0.855)
H (-3.657, -0.864, 3.294)
H (0.356, -2.167, 2.265)
C (3.004, -2.429, 2.748)
C (3.191, -3.922, 2.509)
H (2.007, -2.233, 3.168)
H (3.726, -2.064, 3.489)
H (2.935, -4.473, 3.423)
H (2.552, -4.297, 1.700)
H (4.233, -4.165, 2.270)
C (4.013, -2.341, 0.013)
C (4.447, -1.548, -1.220)
H (3.329, -3.148, -0.289)
H (4.879, -2.808, 0.505)
H (4.852, -2.240, -1.967)
H (3.603, -1.019, -1.679)
H (5.228, -0.814, -0.988)
C (4.415, -0.167, 1.797)
C (5.727, -0.805, 2.236)
H (3.974, 0.416, 2.622)
H (4.575, 0.527, 0.958)
H (6.409, -0.016, 2.573)
H (5.595, -1.496, 3.076)
H (6.225, -1.342, 1.421)
Br (-1.858, -3.097, 3.975)
P (-2.147, -0.239, -2.143)
C (-0.639, -1.373, -2.007)
C (-0.895, -2.886, -2.078)
H (-0.174, -1.132, -1.037)
H (0.074, -1.061, -2.783)
H (0.004, -3.469, -2.312)
H (-1.256, -3.317, -1.133)
H (-1.616, -3.157, -2.855)
C (-3.295, -1.158, -0.887)
C (-4.127, -2.353, -1.354)
H (-3.938, -0.364, -0.490)
H (-2.695, -1.499, -0.021)
H (-4.663, -2.795, -0.502)
H (-4.885, -2.084, -2.100)
H (-3.509, -3.166, -1.757)
C (-2.896, -0.611, -3.830)
C (-3.098, -1.966, -4.482)
H (-2.211, -0.053, -4.486)
H (-3.845, -0.052, -3.843)
H (-3.631, -1.880, -5.432)
H (-2.157, -2.451, -4.737)
H (-3.679, -2.654, -3.881)
C (1.274, 2.796, 3.460)
N (-0.178, 2.735, 3.518)
C (-0.769, 2.169, 4.726)
C (-0.935, 2.890, 2.417)
O (-0.511, 2.963, 1.253)
H (1.646, 2.772, 4.493)
H (1.587, 3.733, 2.982)
H (1.704, 1.943, 2.909)
H (-1.727, 2.664, 4.937)
H (-0.957, 1.080, 4.632)
H (-0.075, 2.330, 5.566)
H (-2.004, 2.931, 2.661)

HOMO-LUMO gap (alpha / beta) = 0.224 / 0.128 Eh
Charge = +2
Spin multiplicity = 4


(3)
Formula: C28H45Cl12N3OS
Source: the OMol25 dataset
Level of theory: ωB97M-V with the def2-TZVPD basis set

Atoms and positions in Å:
H (-2.107, 1.007, -3.143)
N (-2.803, 1.714, -2.896)
C (-2.632, 2.105, -1.700)
C (-3.568, 3.127, -1.123)
C (-1.490, 1.589, -0.828)
C (-1.764, 1.679, 0.647)
C (-2.609, 0.713, 1.269)
N (-2.918, 0.746, 2.532)
C (-2.393, 1.766, 3.271)
C (-2.707, 1.840, 4.652)
C (-3.630, 0.803, 5.237)
C (-3.666, 0.674, 6.754)
O (-2.627, -0.149, 7.271)
C (-2.169, 2.864, 5.356)
C (-1.333, 3.829, 4.753)
C (-1.018, 3.791, 3.431)
C (-0.124, 4.805, 2.767)
C (0.011, 6.128, 3.511)
C (0.735, 7.189, 2.683)
S (-0.176, 7.771, 1.217)
C (-1.554, 2.729, 2.665)
N (-1.245, 2.655, 1.339)
H (-3.016, 3.958, -0.678)
H (-4.203, 2.679, -0.353)
H (-4.217, 3.492, -1.918)
H (-0.615, 2.207, -1.037)
H (-1.313, 0.549, -1.102)
H (-3.017, -0.094, 0.669)
H (-3.371, -0.173, 4.818)
H (-4.650, 0.996, 4.886)
H (-4.641, 0.260, 7.040)
H (-3.576, 1.631, 7.263)
H (-2.603, -0.953, 6.743)
H (-2.366, 2.963, 6.416)
H (-0.942, 4.626, 5.374)
H (0.864, 4.372, 2.586)
H (-0.537, 4.998, 1.775)
H (-0.969, 6.519, 3.793)
H (0.613, 5.988, 4.414)
H (1.692, 6.808, 2.320)
H (0.949, 8.066, 3.295)
H (-1.370, 7.251, 1.520)
Cl (-0.140, -1.552, 0.109)
C (-1.076, -2.914, -0.570)
C (-0.623, -3.266, -1.960)
Cl (-1.014, -1.977, -3.131)
H (-2.126, -2.626, -0.561)
H (-0.936, -3.763, 0.096)
H (-1.124, -4.167, -2.306)
H (0.449, -3.432, -1.997)
Cl (-2.295, -5.481, -4.279)
C (-1.081, -5.942, -5.503)
C (0.092, -6.676, -4.906)
Cl (1.102, -5.623, -3.880)
H (-0.766, -5.034, -6.011)
H (-1.587, -6.589, -6.217)
H (0.735, -7.043, -5.704)
H (-0.232, -7.516, -4.298)
Cl (-7.222, 1.345, -0.323)
C (-7.193, -0.342, 0.252)
C (-5.789, -0.821, 0.511)
Cl (-4.850, -0.978, -1.001)
H (-7.692, -0.956, -0.493)
H (-7.763, -0.375, 1.179)
H (-5.814, -1.805, 0.977)
H (-5.255, -0.136, 1.167)
Cl (5.823, -6.482, -0.992)
C (6.010, -5.273, -2.288)
C (4.819, -5.241, -3.210)
Cl (4.690, -6.729, -4.178)
H (6.921, -5.509, -2.831)
H (6.122, -4.303, -1.806)
H (4.919, -4.413, -3.910)
H (3.890, -5.125, -2.656)
Cl (2.966, 9.025, 0.680)
C (4.745, 9.139, 0.684)
C (5.302, 9.291, 2.076)
Cl (4.880, 10.862, 2.804)
H (5.023, 9.979, 0.053)
H (5.125, 8.221, 0.240)
H (6.388, 9.236, 2.042)
H (4.929, 8.512, 2.736)
Cl (8.020, -8.446, -4.632)
C (7.102, -9.823, -5.288)
C (7.534, -10.184, -6.685)
Cl (7.099, -8.925, -7.869)
H (6.047, -9.560, -5.256)
H (7.275, -10.667, -4.623)
H (7.034, -11.100, -6.995)
H (8.610, -10.332, -6.739)

HOMO-LUMO gap = 0.318 Eh


(4)
Formula: C28H45ClN4SnTe
Source: the OMol25 dataset
Level of theory: ωB97M-V with the def2-TZVPD basis set

Atoms and positions in Å:
Sn (-0.909, -0.409, -0.432)
Cl (-2.290, 0.993, 1.049)
C (3.328, 2.468, 1.701)
C (1.710, 0.964, 2.087)
N (2.008, 2.274, 2.084)
H (4.864, 0.938, 1.279)
N (2.853, 0.335, 1.805)
H (3.773, 3.444, 1.590)
C (0.987, 3.320, 2.231)
C (1.641, 4.617, 2.656)
C (0.280, 3.510, 0.896)
H (2.267, 5.021, 1.851)
H (0.855, 5.351, 2.869)
H (2.243, 4.481, 3.563)
H (-0.757, 3.600, 3.434)
H (0.445, 2.519, 4.176)
H (-0.274, 2.598, 0.643)
C (-0.032, 2.805, 3.232)
H (1.008, 3.736, 0.109)
H (-0.434, 4.341, 0.991)
H (-0.576, 1.951, 2.815)
C (3.868, 1.241, 1.553)
C (3.327, -1.451, 0.228)
H (4.298, -1.031, -0.069)
H (3.370, -2.542, 0.104)
C (3.005, -1.124, 1.681)
H (1.743, -2.816, 2.082)
C (4.156, -1.580, 2.570)
H (3.983, -1.313, 3.618)
H (2.555, -1.063, -0.454)
H (0.869, -1.400, 1.436)
H (5.114, -1.156, 2.247)
H (4.238, -2.672, 2.507)
C (1.678, -1.720, 2.115)
H (1.402, -1.398, 3.132)
C (-4.341, -2.820, -0.805)
N (-3.687, -1.667, -1.148)
H (-3.506, -4.809, -0.358)
N (-2.187, -3.178, -0.739)
H (-5.404, -2.914, -0.881)
C (-4.459, -0.526, -1.716)
C (-5.495, -1.081, -2.693)
C (-5.217, 0.211, -0.621)
H (-6.279, -1.656, -2.189)
H (-5.987, -0.229, -3.182)
H (-5.036, -1.696, -3.475)
H (-4.204, 1.185, -2.934)
H (-2.926, -0.022, -3.184)
H (-4.531, 0.617, 0.129)
C (-3.553, 0.457, -2.420)
H (-5.957, -0.435, -0.135)
H (-5.748, 1.056, -1.081)
H (-2.931, 1.029, -1.710)
C (-3.413, -3.759, -0.559)
C (-0.676, -4.242, 0.881)
H (-1.407, -4.939, 1.305)
H (0.324, -4.688, 1.002)
C (-0.936, -3.994, -0.604)
H (1.129, -3.994, -1.138)
C (-1.157, -5.326, -1.317)
H (-1.421, -5.173, -2.369)
H (-0.699, -3.307, 1.458)
H (0.576, -2.397, -0.678)
H (-1.926, -5.945, -0.837)
H (-0.217, -5.896, -1.284)
C (0.265, -3.308, -1.227)
H (0.098, -3.073, -2.284)
C (-2.344, -1.848, -0.987)
Te (0.343, 0.546, -2.822)
C (1.500, 2.229, -2.326)
C (2.803, 2.088, -1.815)
C (3.567, 3.237, -1.588)
C (3.045, 4.502, -1.897)
C (1.744, 4.635, -2.392)
C (0.959, 3.498, -2.613)
H (3.194, 1.089, -1.626)
H (4.568, 3.144, -1.166)
H (3.657, 5.389, -1.742)
H (1.339, 5.625, -2.619)
H (-0.062, 3.554, -2.992)

HOMO-LUMO gap (alpha / beta) = 0.095 / 0.052 Eh
Charge = -2


(5)
Formula: C28H46AlBrCl2CsF4KMgN4O8S2
Source: the OMol25 dataset
Level of theory: ωB97M-V with the def2-TZVPD basis set

Atoms and positions in Å:
C (3.933, -4.004, -0.779)
C (5.532, -3.902, -1.258)
C (6.236, -2.876, -0.151)
C (7.870, -2.810, -0.256)
C (8.490, -1.331, -0.590)
C (8.272, -0.202, 0.579)
C (7.689, 1.236, -0.043)
C (6.097, 0.904, -0.429)
C (5.132, 2.259, -0.322)
C (3.756, 1.770, 0.431)
C (2.384, 2.507, -0.105)
C (1.192, 2.066, 0.982)
C (-0.279, 2.698, 0.627)
C (-1.124, 1.812, -0.512)
C (-2.156, 0.757, 0.182)
C (-3.362, 0.187, -0.752)
C (-4.415, -0.885, -0.018)
C (-4.276, -1.409, 1.530)
C (-5.008, -2.874, 1.814)
F (-6.377, -2.626, 2.394)
C (-5.699, -1.458, -0.923)
C (-5.958, -1.043, -2.505)
C (-4.928, -0.015, -3.267)
N (-4.928, 0.550, -4.672)
S (-3.528, 1.593, -4.817)
N (-2.852, 1.428, -3.211)
C (-3.675, 0.529, -2.319)
H (3.757, -4.958, -0.107)
H (3.182, -3.914, -1.676)
H (3.714, -3.059, -0.083)
H (6.029, -4.960, -1.294)
H (5.522, -3.332, -2.290)
H (5.684, -1.851, -0.273)
H (5.976, -3.341, 0.911)
H (8.311, -3.300, 0.711)
H (8.172, -3.519, -1.168)
H (8.152, -0.877, -1.626)
H (9.670, -1.481, -0.687)
H (9.285, 0.009, 1.128)
H (7.514, -0.601, 1.410)
H (8.239, 1.485, -1.064)
H (7.771, 2.121, 0.743)
H (5.992, 0.392, -1.484)
H (5.721, 0.201, 0.460)
H (5.689, 3.097, 0.319)
H (4.866, 2.682, -1.386)
H (3.858, 1.895, 1.593)
H (3.590, 0.604, 0.240)
H (2.472, 3.668, -0.236)
H (2.136, 2.015, -1.161)
H (1.202, 0.892, 0.997)
H (1.548, 2.543, 2.016)
H (-0.978, 2.737, 1.570)
H (-0.140, 3.774, 0.185)
H (-0.336, 1.199, -1.161)
H (-1.642, 2.635, -1.199)
H (-2.642, 1.315, 1.118)
H (-1.556, -0.156, 0.663)
H (-4.748, -0.632, 2.288)
H (-3.134, -1.574, 1.757)
H (-4.381, -3.533, 2.585)
H (-5.118, -3.536, 0.849)
H (-6.482, -2.238, -0.473)
H (-6.873, -1.458, -3.141)
Al (-5.573, -0.077, 3.868)
C (-7.769, 1.871, -6.214)
F (-7.719, 0.533, -5.916)
F (-7.303, 2.518, -5.098)
F (-6.821, 2.072, -7.185)
S (-9.474, 2.440, -6.729)
O (-10.347, 2.151, -5.583)
O (-9.808, 1.650, -7.922)
O (-9.342, 3.876, -7.006)
C (-10.339, -1.451, 2.943)
O (-11.265, -0.734, 3.289)
N (-9.052, -1.144, 3.185)
N (-10.524, -2.612, 2.289)
H (-8.276, -1.722, 2.907)
H (-8.869, -0.279, 3.675)
H (-11.478, -2.880, 2.087)
H (-9.774, -3.216, 1.995)
Cl (5.802, -0.397, 3.512)
C (6.530, 0.838, 4.569)
C (7.864, 1.336, 4.035)
Cl (9.132, 0.087, 4.121)
H (6.632, 0.410, 5.572)
H (5.819, 1.667, 4.624)
H (8.213, 2.182, 4.635)
H (7.784, 1.667, 2.995)
C (3.048, 1.278, 4.632)
O (3.683, 1.210, 5.673)
O (3.165, 2.169, 3.783)
O (2.191, 0.465, 4.266)
Cs (-1.178, 4.216, -1.934)
O (-0.268, -1.067, 1.681)
H (0.312, -0.580, 2.238)
K (-10.478, -0.536, -7.597)
Br (-9.278, 2.569, -9.666)
Mg (-3.278, -0.308, 5.631)

HOMO-LUMO gap = 0.048 Eh
Charge = +2


Number 1: DFT total energy -122037.05114 eV. Number 2: DFT total energy -149077.19938 eV. Number 3: DFT total energy -197389.93568 eV. Number 4: DFT total energy -61370.75597 eV. Number 5: DFT total energy -208623.01260 eV.